69
Properties=species:S:1:pos:R:3:forces:R:3:mulliken_charge:R:1 method="wB97M-V/def2-TZVPD" e_lumo_ha="0.02769 / 0.02647" charge=-1 multiplicity=2 s2=0.7862 e_above_lowest_kj_mol=270.60 homo_energy_ev="-3.315 / -3.215" energy_ev=-142314.059 gap_ev="4.068 / 3.935"
Ru -1.21081 0.19625 0.12262 -2.0233 -0.6326 -0.9056 0.896
S -4.06281 -0.62665 -6.66508 0.0184 -0.0097 -0.1819 -0.284
S -4.72961 2.48645 1.92382 0.6272 1.5237 0.1680 -0.099
S -1.43071 2.35735 1.44872 0.7512 -0.7591 -1.5648 -0.272
S -5.20791 0.60655 1.64722 -0.4092 -1.3669 -0.0610 -0.394
S -4.05891 0.51455 -3.92048 0.3553 -0.4306 -0.3306 -0.058
S -2.84071 2.63825 2.85662 -0.8452 -0.5398 0.4372 -0.163
S -3.23241 0.78105 -1.12488 2.3521 -0.0564 1.4318 -0.209
S -1.26181 -1.94455 -1.74318 0.4495 0.9041 1.1456 -0.471
S -2.28611 -1.70095 -4.53158 -0.2338 0.3572 0.2843 -0.076
P 1.00559 0.59105 -0.78788 -0.2993 1.1398 0.4038 1.702
N -2.37781 -3.18145 3.49972 -0.0828 -0.4769 0.3867 -0.193
N 1.08909 0.52365 2.23852 0.1587 0.1217 -0.0520 0.059
N -1.71541 -1.46735 1.76492 0.6971 0.7736 -0.7668 1.749
C -0.62141 -2.42565 1.94892 0.3891 -0.2952 0.0158 -0.541
C -2.25611 -1.14095 -2.85788 -0.3634 0.2476 -0.2756 0.167
C 2.12059 3.14665 -0.20388 0.0233 -0.1474 -0.0624 -0.198
C 2.05819 4.52755 -0.16008 0.1502 0.0988 0.1032 -0.675
C 2.45209 -1.40285 -4.01908 0.0916 -0.1285 -0.0336 -0.844
C -0.11191 4.47695 -1.17118 0.0505 0.1165 -0.1980 -0.514
C -1.06501 -3.50655 2.96892 0.0328 0.0036 -0.0311 -0.844
C 4.58769 -0.52435 1.90022 -0.1684 0.0787 0.0205 -0.709
C 2.11049 1.25815 -3.31708 -0.1021 0.0580 0.3636 -0.348
C 2.70729 0.92725 -4.52128 0.1397 -0.0212 -0.1719 -0.758
C 1.69919 0.25485 -2.44508 -0.5650 -0.4126 -0.1310 0.133
C 2.89239 -0.40015 -4.86938 -0.0495 0.0767 -0.0212 -0.571
C 0.94889 5.19595 -0.64518 -0.0518 -0.0037 -0.0467 -0.632
C 2.44729 0.17295 0.25482 -0.4702 -0.3292 0.2191 -0.354
C -2.91321 -2.18435 1.31712 -0.5650 -0.3217 -0.3859 -0.501
C 4.73999 -0.54435 0.52312 0.2003 -0.0070 -0.0305 -0.854
C -3.49371 -0.60005 -5.12738 -0.1297 0.0673 0.2749 0.090
C 1.85329 -1.08075 -2.81698 0.0078 0.0961 0.0947 -0.252
C -0.06231 3.09605 -1.20838 0.0447 -0.1296 -0.0953 -0.505
C 3.38229 -0.14535 2.45852 0.0881 -0.0376 0.0548 -0.644
C 1.06159 2.42005 -0.73338 -0.2003 -0.0319 -0.0649 0.466
C -3.06901 -0.07025 -2.59008 -0.1630 -0.2857 -0.4948 -0.129
C 3.67419 -0.19355 -0.28418 0.0247 0.0478 -0.0184 -0.534
C -2.00511 -0.80165 3.03692 -0.1409 0.3891 0.5488 -0.136
C 2.29469 0.20785 1.65652 0.1167 -0.1468 -0.1029 0.622
C -2.32661 -1.86425 4.11142 0.0013 0.0686 0.0374 -0.969
C -3.35401 -3.17425 2.41972 -0.0627 0.0798 -0.0373 -0.803
H -4.31911 -2.87995 2.83432 -0.0211 -0.0240 0.0081 0.213
H -2.85711 -0.13515 2.88612 0.1348 -0.0306 -0.0568 -0.130
H 3.80059 -0.19735 -1.35638 0.0331 -0.0463 -0.0320 0.369
H 1.13179 0.71215 3.23102 -0.1009 0.0409 -0.1399 0.279
H -1.13941 -0.19895 3.32172 -0.1344 -0.0159 -0.0979 0.119
H 0.25719 -1.87855 2.30312 -0.1225 -0.0292 -0.1009 0.041
H 0.47689 1.17945 1.74762 0.0615 -0.0007 0.4393 -0.744
H -3.29041 -1.66465 4.58282 0.0282 0.0647 0.0052 0.345
H -0.97591 4.99795 -1.55218 -0.1692 0.0053 0.0182 0.442
H 3.26189 -0.11615 3.53432 0.0133 -0.0126 0.0579 0.392
H 0.90849 6.27495 -0.60328 -0.0289 0.0728 0.0033 0.357
H 2.58489 -2.43835 -4.29548 -0.0211 -0.1005 -0.0060 0.440
H 2.99459 2.63635 0.17542 0.0636 -0.0393 0.0364 0.410
H -2.66631 -2.70255 0.38942 -0.0120 0.0753 0.0863 0.291
H 3.04209 1.71055 -5.18758 -0.0205 0.0485 -0.0169 0.428
H -1.12261 -4.49165 2.50132 0.0480 -0.0129 -0.0068 0.253
H -3.69401 -1.44945 1.09912 0.1260 -0.0405 0.0260 0.037
H 2.88289 5.08175 0.26262 0.0858 0.0735 0.0463 0.397
H 1.50849 -1.85725 -2.14648 0.0154 -0.0336 -0.0904 0.533
H 3.37089 -0.65255 -5.80498 0.0052 -0.0216 -0.0668 0.390
H -0.38351 -2.87195 0.97802 -0.0206 0.1034 0.0678 0.364
H 1.98249 2.29645 -3.04378 -0.0076 0.0258 -0.0136 0.392
H 5.68369 -0.82625 0.08082 0.0639 -0.0240 -0.0461 0.441
H -1.56101 -1.89135 4.89172 -0.0390 0.0502 0.0293 0.327
H -0.90991 2.51735 -1.57118 0.0874 0.2053 -0.0232 0.156
H -3.44231 -4.19335 2.03362 -0.0365 0.0587 -0.0447 0.362
H 5.41149 -0.79325 2.54382 0.0918 -0.0405 0.0729 0.366
H -0.36821 -3.56735 3.80982 0.0323 -0.0309 -0.0813 0.380


48
Properties=species:S:1:pos:R:3:forces:R:3:mulliken_charge:R:1 method="wB97M-V/def2-TZVPD" e_lumo_ha=-0.00235 e_above_lowest_kj_mol=0.00 homo_energy_ev=-8.124 energy_ev=-37017.560 smiles=Cc1cnc(-c2cc(F)ccc2F)cc1Nc1ccnc2cn(C[C@@H](C)O)nc12 gap_ev=8.060
F 1.69550 -0.19320 -5.86686 -0.7491 -0.2678 -0.4027 -0.301
F -2.42872 -3.69032 -4.54326 0.9668 0.8045 0.0148 -0.286
O 3.27959 1.50570 3.56023 -0.9583 0.0050 -0.4615 -0.549
N -0.83006 -3.77926 -2.09822 0.2141 0.3218 -0.1045 -0.618
N -2.05136 3.25837 0.59737 -1.3001 -0.7764 -0.3774 -0.773
N 0.19167 1.31519 2.58934 0.6320 0.7469 0.9990 -0.873
N 0.31397 2.55101 3.15110 -1.3605 1.6920 -1.7157 0.549
N -0.72904 -0.75410 0.79543 -0.0239 0.7900 0.7878 -0.004
C -0.83124 -3.09966 0.22156 0.3837 -0.7877 0.2369 0.662
C 0.36829 -1.24328 -4.25091 0.0708 -0.0214 0.1262 -0.322
C -0.15675 -1.63873 -6.56364 0.4446 0.2433 0.0028 -0.425
C -0.88763 -3.52167 1.66229 0.5377 -0.0042 -0.1723 -1.503
C -1.42326 -2.82211 -4.85617 0.6749 0.5047 -0.4843 0.299
C -2.62543 2.30097 -0.14131 1.0393 2.2109 0.2736 -0.395
C -0.74507 -2.48097 -2.45772 0.0075 -0.4945 1.8579 0.145
C -0.80537 -4.05246 -0.79582 -0.4807 0.3030 0.2460 -0.747
C -0.71245 1.50484 1.62546 0.3766 -1.5326 -0.1293 0.582
C 1.31305 2.97020 4.13215 0.9240 -1.6142 0.2087 -0.966
C -1.21451 0.55969 0.70719 -0.4504 -1.6205 -0.7657 -0.218
C 2.77504 2.85382 3.61688 -0.6180 -0.1983 -0.3076 0.646
C 3.72024 3.57373 4.54644 0.5024 0.9236 -0.2370 -1.436
C -0.62469 -2.17237 -3.87936 -0.3458 -0.0844 -0.7422 0.356
C -0.76066 -1.76266 -0.14531 -0.1829 -0.2304 -0.3964 0.480
C -1.18108 -2.55973 -6.20911 0.8667 0.8094 0.4519 -0.580
C -1.15184 2.80290 1.52171 -1.4724 0.6486 -1.8789 0.678
C -0.65976 -1.47258 -1.48377 -0.3247 -0.5553 -1.0753 -0.731
C -2.21410 0.98455 -0.17690 1.0915 -1.9094 1.0153 -0.450
C 0.63117 -0.98505 -5.58645 -1.0504 -1.2085 0.1521 0.028
C -0.48096 3.48421 2.46774 1.7897 -0.0596 2.2552 -0.570
H -0.16255 -2.97404 2.25780 0.0394 0.2000 0.2077 0.386
H -1.86753 -3.33483 2.05782 -0.5276 0.1290 0.3980 0.314
H -0.84057 -5.09741 -0.46875 0.0521 0.1949 -0.4591 0.331
H -0.63718 -4.56817 1.83262 -0.1472 -0.0765 -0.3434 0.403
H 2.76751 3.30454 2.61295 0.2608 -0.0764 0.0834 0.238
H -2.70351 0.27817 -0.84425 0.2094 0.1408 0.1252 0.523
H -0.54255 4.53920 2.68471 0.2642 -0.1250 0.3315 0.456
H 0.99166 -0.74232 -3.48049 -0.5331 -0.5574 -0.5823 0.415
H 4.73485 3.45748 4.13170 -0.3168 0.0491 0.3599 0.346
H -0.53664 -0.45199 -1.75118 0.0047 0.6682 -0.4300 0.842
H -0.23081 -1.00032 1.64103 -0.1928 0.4225 0.0215 0.221
H 3.68186 3.13241 5.53829 0.0693 -0.1342 0.0985 0.354
H 1.10513 3.97453 4.46122 -0.2133 0.4419 -0.3371 0.313
H -1.74925 -3.07299 -6.98269 0.0878 0.1922 0.2161 0.426
H 3.52471 4.66898 4.65458 -0.0450 -0.8465 -0.2569 0.374
H 0.06914 -1.42829 -7.61755 -0.2092 -0.2250 0.4634 0.378
H -3.37535 2.57842 -0.87732 -0.0267 0.3980 0.2599 0.369
H 2.72933 0.93755 2.97151 0.3026 0.8333 0.5771 0.333
H 1.26723 2.36203 5.03789 -0.2837 -0.2674 -0.1111 0.299


22
Properties=species:S:1:pos:R:3:forces:R:3:mulliken_charge:R:1 method="wB97M-V/def2-TZVPD" e_lumo_ha="-0.19002 / -0.19001" charge=+1 e_above_lowest_kj_mol=386.88 homo_energy_ev="-11.221 / -11.222" energy_ev=-23005.660 gap_ev="6.050 / 6.051"
Hg 0.61883 0.09014 1.44246 0.7396 1.0938 5.0655 1.581
O 1.11277 1.58392 0.30988 0.6521 3.8709 -0.7344 -0.660
O -1.36286 -1.64413 -0.66976 1.5862 0.8951 -0.5785 -0.665
O -1.31677 0.16994 0.66222 -2.2326 0.4329 -1.3806 -0.446
O 1.32099 -1.47748 0.66289 1.0868 -5.3367 -1.7867 -1.033
O -2.57945 0.14670 -1.14368 0.9549 0.1766 -0.5581 -0.307
O 2.12360 0.57277 -1.37154 -0.3698 -0.3791 -0.0103 -0.165
C 1.13234 1.37710 -0.94190 0.2043 -0.1350 -1.2847 -0.141
C -1.57020 -0.45341 -0.54960 -3.7363 -1.7018 1.7836 0.826
C 2.52388 -1.48192 -0.05796 1.6276 -0.0198 -0.5253 -0.004
C 3.02794 -0.10377 -0.47196 0.3739 0.1441 0.3682 -0.818
C -2.88037 1.41159 -0.52948 0.1164 0.6271 -0.3233 -0.416
C -2.15953 1.34096 0.81316 -0.2850 0.4352 0.1723 -0.214
Li 0.05648 -2.68221 0.09037 0.0100 0.0832 -0.2292 0.924
H 2.48048 -2.08574 -0.98319 -0.6271 0.0942 0.1980 0.261
H -2.82417 1.14484 1.66032 0.1454 0.0251 -0.1874 0.303
H 3.95820 -0.22541 -1.03973 -0.2144 0.0352 0.1988 0.363
H -1.53391 2.21945 0.99926 -0.0459 -0.2561 -0.0588 0.275
H 3.23466 0.51910 0.41049 0.0455 -0.1110 -0.2637 0.388
H -3.96539 1.50462 -0.43625 0.2649 -0.1431 -0.0927 0.303
H 3.31614 -1.98287 0.52513 -0.1487 0.3453 0.0497 0.315
H -2.47857 2.20159 -1.17420 -0.1479 -0.1761 0.1775 0.330